(1)
DFT (ωB97M-V/def2-TZVPD) results for a structure of composition C11H16NOP in a non-equilibrium geometry.

XYZ file:
```
30
Properties=species:S:1:pos:R:3:mulliken_charge:R:1
P 1.319 0.980 0.381 0.78
O 2.807 0.811 0.438 -0.78
N 0.710 -1.257 -0.350 -0.07
C -1.672 0.718 -0.806 -1.95
C 0.602 -2.060 2.009 -0.16
C -1.105 -0.782 -2.618 -1.56
C 0.489 -1.655 3.341 -0.28
C 0.784 -1.166 1.037 -0.49
C -0.237 1.599 -2.616 -1.66
C 0.270 0.885 3.162 0.02
C -0.601 0.325 -1.746 1.89
C 0.247 -0.420 3.795 -0.25
C 0.543 1.105 1.889 -0.68
C 0.700 -0.043 -1.046 -0.62
H 1.506 -0.059 -1.711 0.74
H 0.363 -3.156 1.845 0.24
H 0.579 -2.438 4.040 0.38
H 1.350 2.236 -0.129 0.03
H 0.305 2.271 -1.974 0.38
H -1.450 1.558 -0.226 0.54
H -1.362 -1.394 -1.752 0.46
H -0.942 2.270 -3.091 0.39
H 0.471 1.290 -3.433 0.34
H 0.840 -2.217 -0.806 0.34
H -2.579 1.095 -1.472 0.35
H -1.978 -0.078 -0.053 0.30
H -1.971 -0.772 -3.387 0.28
H 0.148 -0.365 4.841 0.33
H 0.104 1.740 3.751 0.38
H -0.239 -1.025 -3.311 0.31
```

Output
- 2S+1 = 3
- LUMO (spin up / spin down) (eV) = 0.1 / -2.3
- expectation value of S² = 2.0621
- highest occupied orbital energy (spin up / spin down) (eV) = -6.7 / -8.7
- energy relative to the best compared isomer or geometry (same formula, charge and spin) (eV) = 3.525
- electronic energy (eV) = -24484.91722

(2)
DFT (ωB97M-V/def2-TZVPD) results for a structure of composition C32H37N8SSeSiTi in a non-equilibrium geometry.

XYZ file:
```
81
Properties=species:S:1:pos:R:3:mulliken_charge:R:1
Se -1.863 2.036 -0.421 0.10
Ti 0.487 0.286 0.092 -1.13
S 4.629 -1.343 -0.711 -0.18
Si 1.663 -1.887 2.658 0.01
N 0.217 1.404 1.671 2.00
N -2.232 3.009 -3.103 0.16
N -4.043 2.168 -2.281 0.30
N 1.421 2.035 -0.387 1.29
N 0.958 2.529 1.831 -1.13
N -0.751 -1.292 -0.433 1.78
N 0.682 -1.334 1.299 0.72
N 2.205 -0.540 -1.006 0.75
C 3.335 -0.286 -0.403 -0.36
C -2.518 -0.051 3.685 -0.91
C 2.378 4.027 0.613 -0.86
C 2.925 4.382 -0.570 -0.50
C 1.984 2.422 -1.575 -0.80
C -4.353 2.652 -3.533 -0.48
C 1.662 -3.302 -3.416 -0.82
C 1.352 -2.190 -2.667 -0.26
C 2.337 -1.664 -1.828 -0.60
C -4.990 1.576 -1.349 -0.80
C 1.567 2.843 0.703 0.06
C -2.033 -3.597 0.327 -0.87
C -0.970 -3.168 1.069 -0.91
C -3.220 3.175 -4.048 -0.41
C -0.855 3.456 -3.228 -0.80
C 2.933 -3.894 -3.346 -0.60
C -0.652 1.166 2.770 -0.30
C 2.884 -0.510 2.988 -0.92
C -2.463 -2.882 -0.804 -1.11
C 3.607 -2.242 -1.781 1.03
C 3.919 -3.372 -2.541 -0.61
C -0.317 -1.973 0.677 0.17
C -1.674 0.230 2.623 0.43
C -2.352 0.599 4.900 -0.67
C 2.709 3.559 -1.719 -0.92
C -1.344 1.546 5.037 -0.64
C -2.121 -1.008 -2.435 -1.71
C -1.794 -1.741 -1.169 0.60
C -2.738 2.390 -2.017 -0.41
C 2.524 -3.469 2.143 -1.12
C 0.624 -2.153 4.182 -1.04
C -0.498 1.842 3.981 -0.40
H 4.901 -3.818 -2.501 0.45
H 3.143 -4.768 -3.945 0.40
H 0.916 -3.728 -4.071 0.44
H 0.285 2.575 4.088 0.45
H 1.965 -4.355 2.447 0.35
H 2.660 -3.514 1.060 0.26
H 3.510 -3.535 2.605 0.41
H 0.379 -1.726 -2.731 0.33
H -0.627 -3.710 1.937 0.44
H -4.785 0.517 -1.221 0.26
H 3.136 3.815 -2.677 0.51
H -3.032 3.652 -4.992 0.46
H 3.452 0.546 0.278 0.24
H -1.847 -1.616 -3.300 0.42
H -4.904 2.070 -0.384 0.34
H 3.525 5.277 -0.654 0.42
H -2.548 -4.507 0.606 0.48
H 2.486 0.462 2.688 0.12
H 1.827 1.739 -2.403 0.59
H 1.261 -2.502 4.998 0.44
H 0.165 -1.213 4.494 0.19
H 3.081 -0.445 4.059 0.50
H -3.007 0.380 5.731 0.43
H -0.558 3.957 -2.308 0.38
H -5.346 2.587 -3.937 0.46
H -3.287 -3.241 -1.404 0.55
H -0.173 -2.885 4.054 0.31
H -3.309 -0.778 3.555 0.44
H -1.854 -0.260 1.675 0.25
H -1.601 -0.054 -2.488 -0.01
H -3.190 -0.820 -2.508 0.49
H -1.213 2.065 5.977 0.39
H -0.794 4.139 -4.070 0.35
H 3.844 -0.667 2.498 0.28
H -0.198 2.603 -3.392 0.19
H 2.503 4.611 1.514 0.54
H -5.989 1.715 -1.754 0.33
```

Output
- LUMO (spin up / spin down) (eV) = -2.9 / -2.9
- total charge = +1
- highest occupied orbital energy (spin up / spin down) (eV) = -9.1 / -9.2
- energy relative to the best compared isomer or geometry (same formula, charge and spin) (eV) = 0.565
- electronic energy (eV) = -152879.21242

(3)
DFT (ωB97M-V/def2-TZVPD) results for a cluster of 3 separate species, C16H37N2O4P in total in a non-equilibrium geometry.

XYZ file:
```
60
Properties=species:S:1:pos:R:3:mulliken_charge:R:1
P -1.441 -0.093 -0.560 0.03
O 4.806 -3.593 -4.882 -0.35
O 3.218 -3.583 -3.300 -0.54
O -2.592 5.415 5.516 -0.58
O -1.338 3.582 5.824 -0.38
N -0.764 -1.363 0.514 -0.48
N -3.146 0.273 -0.188 -0.35
C -2.662 3.390 1.016 -0.29
C 1.182 -0.976 -2.707 0.05
C 2.923 -5.166 -5.047 -1.03
C -3.009 4.203 7.517 -0.95
C 0.465 -2.118 -1.723 -0.54
C -3.357 0.720 1.242 -0.87
C 4.910 -3.786 -7.307 -0.95
C 5.509 -4.206 -5.979 -0.41
C -2.283 4.459 6.230 0.78
C 3.670 -4.078 -4.334 0.76
C -0.781 2.542 6.649 -0.41
C -1.283 4.001 0.310 -0.92
C 0.127 -0.222 -3.710 -0.82
C 0.576 -1.738 -0.124 -0.55
C -1.664 1.309 6.634 -0.83
C -2.378 1.937 1.743 -0.11
H 3.551 -5.797 -5.670 0.35
H -0.016 0.925 -3.439 0.17
H 1.689 -0.126 -2.052 0.23
H -0.439 3.186 0.172 0.24
H -0.627 1.112 -0.508 -0.05
H 6.542 -3.847 -5.922 0.30
H -0.786 4.853 0.982 0.27
H 4.914 -2.695 -7.400 0.30
H -1.222 1.678 1.713 0.28
H -1.812 0.958 5.608 0.19
H -0.523 -0.925 1.454 0.30
H 0.416 -0.320 -4.864 0.26
H 5.481 -4.212 -8.138 0.35
H -3.577 3.377 0.266 0.30
H 3.871 -4.106 -7.401 0.27
H -4.509 1.020 1.329 0.35
H 0.949 -2.722 0.430 0.29
H -2.655 1.517 7.042 0.26
H -0.613 -2.407 -2.082 0.38
H -2.435 3.632 8.242 0.34
H 1.397 -0.902 0.099 0.30
H -2.951 4.192 1.852 0.24
H 2.031 -1.447 -3.372 0.03
H 0.192 2.291 6.215 0.31
H -2.626 2.104 2.898 0.03
H 1.130 -3.098 -1.868 0.18
H -3.222 -0.193 1.984 0.27
H -0.582 2.907 7.661 0.35
H 5.553 -5.293 -5.859 0.36
H -1.210 0.504 7.220 0.36
H -3.947 3.685 7.302 0.24
H -0.940 -0.730 -3.610 0.22
H -3.227 5.166 7.990 0.30
H 2.473 -5.826 -4.298 0.33
H -3.594 0.906 -0.885 0.33
H 2.134 -4.718 -5.656 0.24
H -1.497 4.442 -0.771 0.22
```

Output
- LUMO (eV) = 0.7
- highest occupied orbital energy (eV) = -7.5
- electronic energy (eV) = -37645.89018

(4)
DFT (ωB97M-V/def2-TZVPD) results for a structure of composition C24H60ClLiN3O3 in a non-equilibrium geometry.

XYZ file:
```
92
Properties=species:S:1:pos:R:3:mulliken_charge:R:1
Cl -0.587 -2.103 0.736 -0.80
O 3.995 -2.580 -2.098 -0.36
O -5.286 3.976 2.793 -0.27
O -0.930 0.317 -3.141 -0.30
N 2.864 -4.594 -0.127 -0.03
N -3.267 1.802 3.735 0.07
N 1.041 2.451 -2.808 0.49
C 1.535 1.842 -1.527 -1.08
C -0.455 2.633 -2.856 -0.94
C -6.528 4.674 2.804 -0.78
C 2.712 -2.479 -1.584 -0.35
C -1.499 -0.934 -2.802 -0.61
C 1.685 3.812 -2.973 -0.39
C 4.804 -1.404 -1.963 -0.62
C -4.556 4.124 3.994 -0.81
C 4.247 -6.168 -1.659 -1.20
C 4.226 -5.152 -0.557 -0.24
C -4.284 1.392 2.658 -0.54
C 1.548 1.528 -3.904 -0.11
C 1.233 1.974 -5.317 -1.41
C 2.878 -3.792 1.153 0.10
C -3.644 1.200 5.070 -0.96
C 1.943 -5.798 0.097 -1.23
C -1.289 1.445 -2.415 -0.42
C 3.448 -4.594 2.343 -1.41
C -1.844 1.449 3.394 -0.74
C -4.099 -0.049 2.189 -1.14
C 1.467 4.853 -1.855 -1.16
C 2.159 -3.846 -1.240 -0.88
C -1.420 1.775 1.947 -0.89
C -3.261 3.331 3.951 -0.58
Li -1.926 -3.604 2.027 0.87
H -0.610 3.532 -2.259 0.50
H -3.589 0.128 4.908 0.45
H 1.312 2.488 -0.686 0.28
H 5.281 -6.513 -1.744 0.41
H 3.585 -7.010 -1.479 0.31
H -4.121 2.110 1.866 0.49
H -0.901 -1.435 -2.032 0.03
H -2.552 -0.923 -2.515 0.35
H -1.164 1.907 4.108 0.47
H 4.136 -5.735 -2.655 0.36
H 2.615 1.732 -1.584 0.36
H 1.908 2.719 -5.724 0.41
H 3.910 -5.575 2.276 0.39
H -1.094 1.237 -1.346 0.15
H -5.130 3.780 4.862 0.38
H 2.740 3.548 -2.889 0.39
H 5.800 -1.644 -2.316 0.28
H 0.177 2.233 -5.427 0.27
H 3.557 -2.973 0.937 0.31
H -1.408 -1.539 -3.704 0.28
H -0.739 2.981 -3.849 0.40
H 1.256 1.106 -5.981 0.44
H 0.844 5.696 -2.138 0.39
H -1.596 0.934 1.286 0.04
H 1.856 -3.509 1.385 0.23
H -4.323 5.189 4.046 0.55
H -1.888 2.670 1.539 0.36
H -6.999 4.476 1.846 0.26
H 2.448 -6.364 0.873 0.48
H 1.257 0.499 -3.722 0.14
H 2.456 5.187 -1.554 0.36
H 4.324 -0.645 -2.589 0.15
H 4.651 -5.516 0.373 0.55
H 1.039 -5.402 0.556 0.35
H 1.737 -6.294 -0.840 0.57
H -3.239 -0.172 1.539 0.27
H -0.344 1.936 2.010 0.50
H -1.772 0.371 3.539 0.47
H -2.361 1.677 -2.431 0.57
H -7.206 4.309 3.584 0.34
H 1.069 0.860 -1.501 0.46
H -4.640 1.521 5.359 0.37
H 2.004 -2.100 -2.334 0.24
H -2.920 1.580 5.786 0.38
H 4.841 -1.084 -0.919 0.34
H 2.635 1.513 -3.786 0.41
H -2.677 3.552 4.844 0.35
H 4.762 -4.248 -0.844 0.23
H 2.542 -1.854 -0.697 0.40
H -5.209 1.566 3.192 0.56
H -4.046 -0.736 3.037 0.24
H 1.085 -3.821 -1.060 0.40
H 1.506 4.229 -3.960 0.44
H 2.226 -4.533 -2.088 0.48
H 1.013 4.418 -0.963 0.23
H -2.641 3.712 3.136 0.40
H -6.350 5.731 3.019 0.30
H 4.227 -3.951 2.767 0.41
H -4.988 -0.381 1.653 0.40
H 2.804 -4.652 3.224 0.36
```

Output
- LUMO (eV) = -7.5
- total charge = +3
- highest occupied orbital energy (eV) = -16.4
- electronic energy (eV) = -49176.94338

(5)
DFT (ωB97M-V/def2-TZVPD) results for a cluster of 2 separate species, C4H6FNO in total in a non-equilibrium geometry.

XYZ file:
```
13
Properties=species:S:1:pos:R:3:mulliken_charge:R:1
F 0.322 1.862 0.163 -0.29
O -2.183 0.355 -0.994 -0.43
N -1.873 -1.070 2.047 -0.40
C -1.214 -0.468 -0.342 -0.19
C 1.745 -0.132 0.391 -0.98
C -1.530 -0.871 0.981 0.44
C 0.657 0.598 -0.339 -0.16
H -0.864 -1.339 -1.070 0.23
H 2.585 0.525 0.321 0.34
H -1.702 1.220 -1.024 0.38
H 1.600 -0.468 1.458 0.30
H 0.609 0.830 -1.411 0.45
H 1.849 -1.043 -0.180 0.32
```

Output
- 2S+1 = 3
- LUMO (spin up / spin down) (eV) = 0.7 / -2.6
- expectation value of S² = 2.0145
- highest occupied orbital energy (spin up / spin down) (eV) = -6.4 / -11.8
- energy relative to the best compared isomer or geometry (same formula, charge and spin) (eV) = 1.615
- electronic energy (eV) = -10493.78409

(6)
DFT (ωB97M-V/def2-TZVPD) results for a cluster of 2 separate species, C16H30ClFN3O2P2 in total in a non-equilibrium geometry.

XYZ file:
```
55
Properties=species:S:1:pos:R:3:mulliken_charge:R:1
Cl 1.038 2.197 1.866 -0.25
P -1.260 -1.712 0.431 -0.10
P 1.971 0.948 0.495 0.44
F -2.240 0.296 3.924 -0.29
O 3.467 0.904 1.098 -0.45
O 3.940 2.234 -3.818 -0.41
N 1.505 -0.653 1.028 -0.17
N 2.613 -1.765 -0.756 -0.11
N 0.306 -1.993 -0.410 0.01
C -3.065 0.440 0.646 -1.49
C -5.346 0.306 5.775 -0.33
C -1.565 0.085 0.645 0.16
C 2.851 1.430 -4.220 -0.51
C -3.288 0.740 4.661 0.36
C -3.331 2.068 5.028 -0.39
C 1.451 -1.498 -0.097 -0.16
C 1.630 -1.146 -2.996 0.49
C 2.506 -2.108 -2.196 -1.38
C -4.277 -0.152 5.018 -0.44
C -5.413 1.640 6.153 -0.54
C 4.453 1.901 -2.552 -0.43
C 2.170 -1.040 -4.423 -1.22
C -2.443 -2.235 -0.885 -1.14
C 3.274 0.009 -4.590 -0.56
C -4.407 2.519 5.777 -0.34
H 2.380 1.865 -5.091 0.40
H -6.127 -0.381 6.071 0.37
H 3.509 -2.052 -2.597 0.61
H 5.530 1.814 -2.634 0.31
H 3.218 -2.397 -0.240 0.27
H -6.249 1.994 6.740 0.38
H 2.096 1.450 -3.430 0.30
H 2.233 -1.020 1.649 0.40
H -2.104 -1.823 -1.832 0.33
H -1.003 0.725 -0.027 0.38
H 2.613 -2.003 -4.658 0.38
H -3.437 -1.888 -0.660 0.41
H -2.532 2.736 4.732 0.42
H -3.354 0.895 -0.289 0.38
H 4.086 0.946 -2.172 0.00
H -3.264 1.127 1.453 0.29
H 0.266 -2.628 -1.201 0.38
H 1.505 -0.190 -2.502 0.14
H -4.460 3.559 6.069 0.37
H -2.419 -3.309 -0.994 0.39
H 3.935 1.727 0.868 0.36
H -4.209 -1.187 4.708 0.42
H 3.532 0.022 -5.642 0.39
H 2.204 -3.148 -2.318 0.34
H 1.379 -0.903 -5.149 0.43
H 4.158 -0.328 -4.058 0.33
H 0.639 -1.586 -3.075 0.23
H 4.216 2.670 -1.815 0.28
H -1.202 0.324 1.633 0.13
H -3.677 -0.427 0.858 0.42
```

Output
- LUMO (eV) = -3.6
- total charge = +1
- highest occupied orbital energy (eV) = -11.2
- electronic energy (eV) = -59456.00562

(7)
DFT (ωB97M-V/def2-TZVPD) results for a structure of composition C19H43P3PtSSe in a non-equilibrium geometry.

XYZ file:
```
68
Properties=species:S:1:pos:R:3:mulliken_charge:R:1
Pt -0.028 0.347 0.633 0.90
Se -0.317 2.331 -2.066 0.18
S -0.286 -1.967 3.432 0.53
P 2.221 -0.116 0.412 0.64
P -2.321 0.437 0.565 0.51
P 0.296 2.148 2.140 0.57
C -0.676 -1.184 5.004 -0.77
C 0.523 3.754 1.308 -1.34
C 0.734 1.981 -4.660 -0.67
C 2.579 -1.303 -0.943 -1.11
C -0.714 -4.084 -3.815 -0.37
C -0.062 -3.705 3.944 -1.18
C 0.207 -0.763 -4.920 0.11
C 0.038 1.281 -3.648 0.80
C 1.174 1.282 -5.784 -0.55
C -3.039 2.123 0.298 -1.00
C 3.193 1.369 -0.109 -0.98
C -3.147 -0.378 1.986 -1.06
C -0.990 -4.142 -5.129 -0.64
C -0.285 -0.084 -3.798 0.01
C 1.750 2.066 3.228 -1.16
C 0.932 -0.093 -5.906 -0.59
C -1.077 2.416 3.298 -0.99
C -2.967 -0.468 -0.894 -1.11
C 2.810 -0.938 1.954 -0.70
H 0.286 -4.304 3.086 0.43
H -1.758 -0.934 4.981 0.32
H -4.142 2.066 0.227 0.51
H 0.926 3.060 -4.548 0.41
H 0.042 -4.756 -3.425 0.25
H -0.826 3.305 3.888 0.54
H 1.930 -1.333 2.508 -0.25
H 0.628 4.515 2.091 0.52
H -1.185 1.546 3.958 0.13
H 1.671 2.879 3.960 0.53
H -0.486 -1.899 5.822 0.50
H 3.484 -1.773 1.677 0.46
H -2.564 -1.268 2.283 0.18
H 1.779 1.098 3.739 0.22
H 0.006 -0.317 5.132 0.27
H -2.659 2.518 -0.664 0.21
H -4.181 -0.682 1.728 0.51
H -1.720 -3.470 -5.568 0.32
H -1.037 -4.111 4.279 0.45
H 3.347 -0.222 2.599 0.42
H -2.017 2.582 2.763 0.26
H 4.165 1.020 -0.510 0.46
H -0.896 -0.596 -3.032 0.20
H 2.673 2.191 2.651 0.38
H 1.421 3.746 0.681 0.36
H 1.341 -0.562 -6.785 0.48
H -2.796 2.857 1.082 0.25
H -2.850 -1.548 -0.738 0.41
H 1.729 1.740 -6.609 0.43
H -3.185 0.303 2.852 0.37
H -1.298 -3.458 -3.131 0.25
H -0.329 3.998 0.665 0.36
H 2.640 1.877 -0.921 0.20
H 0.698 -3.790 4.746 0.42
H -0.007 -1.830 -4.984 0.11
H -0.557 -4.876 -5.829 0.27
H 3.672 -1.435 -1.060 0.50
H 3.372 2.092 0.709 0.34
H 2.155 -0.918 -1.888 0.26
H 0.286 1.083 -1.371 -0.27
H -4.029 -0.247 -1.084 0.52
H -2.401 -0.179 -1.784 0.10
H 2.122 -2.279 -0.705 0.40
```

Output
- 2S+1 = 5
- LUMO (spin up / spin down) (eV) = -11.8 / -15.4
- total charge = +4
- expectation value of S² = 6.0313
- highest occupied orbital energy (spin up / spin down) (eV) = -18.5 / -18.5
- energy relative to the best compared isomer or geometry (same formula, charge and spin) (eV) = 1.190
- electronic energy (eV) = -127651.01766